86
Properties=species:S:1:pos:R:3:mulliken_charge:R:1 method="wB97M-V/def2-TZVPD" largest_force_ev_per_a=4.650 e_above_lowest_kcal_mol=0.0 orbital_gap_ev="5.71 / 4.25" charge=+4 multiplicity=3
N 5.71 4.33 2.81 0.071
C 5.71 3.04 3.15 -0.374
C 5.40 1.99 2.26 -0.390
C 4.95 2.34 0.95 0.646
C 5.17 3.69 0.56 -0.409
C 5.49 4.64 1.53 -0.509
C 4.27 1.46 0.00 -0.330
W 0.18 -1.85 -2.39 1.614
P -3.15 -2.10 -0.22 0.869
C 3.56 2.01 -1.04 -0.212
C 2.90 1.26 -2.07 0.010
C 1.96 1.94 -2.90 -0.459
C 0.82 1.30 -3.40 -0.700
C 0.69 -0.03 -2.99 -0.332
C 1.92 -0.82 -2.71 0.348
C 3.06 -0.15 -2.24 -0.489
Br -1.29 -3.50 -3.39 -0.242
H 4.17 0.38 0.23 0.317
H 3.19 3.04 -1.00 0.303
H 5.43 0.95 2.61 0.446
H 4.95 4.05 -0.44 0.626
H 5.96 2.82 4.20 0.425
H 5.55 5.69 1.27 0.431
H 2.16 2.99 -3.17 0.546
H 3.90 -0.73 -1.81 0.672
H 0.07 1.79 -4.03 0.700
H 1.87 -1.94 -3.02 0.018
P -0.92 2.52 0.51 0.845
C -2.85 -3.93 -0.18 -0.401
C -3.57 -4.90 -1.11 -1.369
H -2.97 -4.22 0.87 0.795
H -1.77 -4.03 -0.41 0.098
H -2.81 -5.58 -1.51 0.401
H -4.27 -5.54 -0.55 0.326
H -4.08 -4.38 -1.93 0.313
C -4.19 -1.23 -1.49 -0.373
C -5.62 -1.65 -1.77 -1.295
H -3.62 -1.16 -2.43 0.383
H -4.23 -0.21 -1.08 0.295
H -5.99 -0.98 -2.55 0.416
H -5.74 -2.68 -2.14 0.284
H -6.26 -1.49 -0.90 0.373
C -4.06 -1.84 1.29 -0.701
C -5.25 -2.75 1.40 -0.962
H -4.36 -0.78 1.31 0.286
H -3.33 -2.08 2.08 0.488
H -5.73 -2.50 2.35 0.399
H -5.98 -2.60 0.60 0.220
H -4.97 -3.81 1.41 0.323
C -1.78 2.99 2.08 -0.766
C -3.21 2.46 2.13 -1.186
H -1.76 4.08 2.15 0.499
H -1.18 2.58 2.91 0.425
H -3.59 2.54 3.15 0.427
H -3.88 3.04 1.49 0.335
H -3.27 1.41 1.84 0.114
C -1.99 3.54 -0.62 -0.779
C -1.31 4.05 -1.88 -0.969
H -2.41 4.37 -0.03 0.550
H -2.83 2.88 -0.89 0.358
H -2.03 4.67 -2.43 0.435
H -0.43 4.67 -1.67 0.262
H -1.00 3.23 -2.54 0.050
C 0.56 3.63 0.54 -0.114
C 1.44 3.51 1.78 -1.240
H 0.24 4.67 0.39 0.560
H 1.13 3.32 -0.35 -0.275
H 2.24 4.26 1.73 0.302
H 0.88 3.67 2.70 0.419
H 1.93 2.53 1.83 0.239
N -0.31 -0.86 -0.38 0.704
C 0.44 -1.87 0.27 0.375
N 0.96 -2.72 -0.60 0.045
C 1.83 -3.63 0.03 -0.442
C 2.73 -4.46 -0.63 -0.630
C 3.62 -5.18 0.17 -0.709
C 3.52 -5.12 1.58 -0.629
C 2.61 -4.26 2.22 -0.664
C 1.81 -3.45 1.42 1.105
S 0.71 -2.15 1.91 -0.057
H -1.35 -1.02 -0.19 -0.855
H -0.08 0.10 -0.06 -0.456
H 2.71 -4.51 -1.73 0.453
H 4.37 -5.80 -0.32 0.458
H 4.17 -5.75 2.18 0.444
H 2.49 -4.22 3.31 0.472